Record 1
# C8H11P

The molecule C8H11P (the ωB97M-V functional and the def2-TZVPD basis, OMol25).

As for the total charge: 0. The value obtained for the HOMO energy is -0.312 hartree. The relative energy (zero: lowest compared OMol25 entry of this formula, charge and spin) is 14.4 kcal per mole. As for the total energy: -17760.710 eV. As for the spin multiplicity: 1. The SMILES is CC(C)c1ccccp1.

Structure (XYZ):
```
20
C8H11P, DFT the ωB97M-V functional and the def2-TZVPD basis
C 0.3796 2.5077 0.4261
C 0.1007 1.5140 -0.4894
C 0.0203 2.3937 1.7864
C -0.4219 1.1967 2.4042
C -0.2408 0.2673 -0.1207
C 1.2645 -1.5603 -1.0710
C -1.2431 -2.0089 -0.6519
C -0.1461 -0.9314 -0.9879
P -0.5538 -0.3218 1.7021
H 0.7802 3.3422 0.0025
H 0.2739 1.4928 -1.5326
H 0.1393 3.3928 2.3024
H -0.6156 1.2367 3.5896
H 1.6263 -1.7785 -0.0405
H 1.9989 -0.9339 -1.4920
H 1.3806 -2.4529 -1.7501
H -1.3594 -2.2609 0.4894
H -0.9161 -2.9172 -1.2535
H -2.1271 -1.5213 -1.1633
H -0.3403 -0.6568 -2.1499
```



Record 2
# C8H11P

A cluster of 3 separate species, C8H11P in total (the ωB97M-V functional and the def2-TZVPD basis, OMol25).

As for the total charge: 0. The value obtained for the HOMO energy (spin up / spin down) is -0.299 / -0.298 hartree. The relative energy (zero: lowest compared OMol25 entry of this formula, charge and spin) is 144.8 kcal per mole. As for the total energy: -17755.057 eV. As for the spin multiplicity: 1.

Structure (XYZ):
```
20
C8H11P, DFT the ωB97M-V functional and the def2-TZVPD basis
C -2.8940 4.2575 -1.5829
C 0.0062 5.1717 1.0031
C -2.4423 5.3185 -1.2743
C -0.2245 5.8327 1.9912
C -0.7046 -0.8906 0.4818
C 0.3739 -2.5141 -1.0090
C 1.3431 -2.0228 1.2480
C 0.4047 -1.9036 0.3484
P -1.9429 6.9110 -0.9094
H -2.8143 3.3707 -2.1094
H 0.1605 4.3087 0.3630
H -0.4743 0.0189 -0.0658
H -1.6756 -1.2149 0.2619
H -0.7496 -0.5046 1.4288
H 1.1940 -3.2411 -1.2632
H 0.3668 -1.6616 -1.6519
H -0.6157 -2.8796 -1.1332
H -0.6068 6.5732 2.7084
H 1.2199 -1.7293 2.3024
H 2.0666 -2.9239 1.1362
```



Record 3
# C8H12

A cluster of 2 separate species, C8H12 in total (the ωB97M-V functional and the def2-TZVPD basis, OMol25).

As for the total charge: 0. The value obtained for the HOMO energy is -0.307 hartree. The relative energy (zero: lowest compared OMol25 entry of this formula, charge and spin) is 111.4 kcal per mole. As for the total energy: -8484.753 eV. As for the spin multiplicity: 1. The SMILES is C#CC(=C)C.C=CC.

Structure (XYZ):
```
20
C8H12, DFT the ωB97M-V functional and the def2-TZVPD basis
C 2.3496 0.7027 0.2510
C 1.3655 -0.4391 0.3170
C 1.5640 -1.4957 1.1248
C 0.6302 -0.6899 -0.9992
C 0.7419 -0.8494 -2.2037
H 2.8405 0.8446 1.2105
H 3.1009 0.5332 -0.5177
H 1.8192 1.6241 0.0030
H 2.2849 -1.4646 1.9301
H 0.9410 -2.3754 1.0800
H 0.8427 -0.8585 -3.2584
C -3.0426 0.4548 -0.5619
C -1.8049 0.1981 0.2019
C -1.1902 0.6943 1.2210
H -0.8802 -0.3128 -0.5693
H -3.6562 -0.4463 -0.6023
H -3.6257 1.2592 -0.1115
H -2.7972 0.7322 -1.5892
H -1.4598 1.5009 1.8865
H -0.0238 0.3876 1.1875
```



Record 4
# C8H12AuN2P

A structure of composition C8H12AuN2P (the ωB97M-V functional and the def2-TZVPD basis, OMol25).

As for the total charge: 0. The value obtained for the HOMO energy (spin up / spin down) is -0.138 / -0.257 hartree. The relative energy (zero: lowest compared OMol25 entry of this formula, charge and spin) is 56.6 kcal per mole. As for the total energy: -24443.713 eV. As for the spin multiplicity: 3.

Structure (XYZ):
```
24
C8H12AuN2P, DFT the ωB97M-V functional and the def2-TZVPD basis
C 0.9920 -0.0736 -2.3915
C -0.5300 0.1539 -2.8393
C -0.9176 1.4526 -2.2511
C 0.2051 2.0998 -1.7699
C 1.1676 1.0994 -1.4232
Au -0.1023 -0.0391 -0.3034
P -0.1271 -2.4940 0.7617
H 1.4791 -0.9556 -2.6893
H -1.3456 -0.2554 -3.5856
H -1.8182 1.9919 -2.4278
H 1.9719 1.5160 -0.9313
H 0.2609 3.2169 -1.7695
H 1.0106 -3.1294 1.4457
H -0.3745 -3.4631 -0.2858
H -1.1216 -2.8226 1.6859
N 0.3957 2.2170 3.5957
C 0.5906 0.9899 4.1421
C 0.5847 0.1877 3.0483
N 0.3404 0.8180 1.8549
C 0.3777 2.0732 2.2526
H 0.2701 3.1203 4.1184
H 0.7475 0.8912 5.1950
H 0.5255 -0.8639 3.1616
H 0.0179 2.9560 1.7380
```



Record 5
# C8H12BrN3O3

The molecule C8H12BrN3O3 (the ωB97M-V functional and the def2-TZVPD basis, OMol25).

As for the total charge: 0. The value obtained for the HOMO energy is -0.338 hartree. The relative energy (zero: lowest compared OMol25 entry of this formula, charge and spin) is 40.2 kcal per mole. As for the total energy: -89139.619 eV. As for the spin multiplicity: 1. The SMILES is [H]/N=C(\Br)[C@H](/C=N/[C@H]1CCCOC1)[N+](=O)[O-].

Structure (XYZ):
```
27
C8H12BrN3O3, DFT the ωB97M-V functional and the def2-TZVPD basis
C 1.0733 -0.3813 -0.3289
C 3.6806 -0.5202 -0.3901
C -2.0240 0.7663 1.0730
C -1.9888 -0.7464 1.3571
C -2.6980 1.0953 -0.2441
C -1.7592 -0.7614 -1.1144
C -1.1361 -1.2607 0.2452
C 2.3044 0.2879 0.2276
N 3.6870 -0.9334 -1.5307
N 0.1968 -0.7329 0.4989
N 2.3869 1.6166 -0.2029
O 3.3327 2.2799 0.1983
O 1.4833 2.0721 -0.8465
O -1.8671 0.6167 -1.2412
Br 4.9724 -0.6674 0.9524
H 0.9463 -0.3463 -1.5032
H -2.5454 1.3004 1.9742
H -0.9470 1.2125 0.9176
H -1.5717 -0.8258 2.5356
H -3.0058 -1.1188 1.3154
H -3.7800 0.6643 -0.3418
H -2.7009 2.1642 -0.3804
H -1.2804 -1.1571 -1.9423
H -2.8139 -1.0725 -0.9122
H -0.8944 -2.3289 0.2756
H 2.4285 0.2315 1.3884
H 4.5202 -1.4546 -1.9806
```



Record 6
# C8H12Cl2LaN2O3STb

A structure of composition C8H12Cl2LaN2O3STb (the ωB97M-V functional and the def2-TZVPD basis, OMol25).

As for the total charge: +4. The value obtained for the HOMO energy (spin up / spin down) is -0.751 / -0.759 hartree. As for the total energy: -76742.406 eV. As for the spin multiplicity: 7.

Structure (XYZ):
```
30
C8H12Cl2LaN2O3STb, DFT the ωB97M-V functional and the def2-TZVPD basis
La -1.7280 1.1466 -5.2674
Tb -0.9719 0.3070 -1.6271
Cl -0.8394 -1.0766 -3.7907
Cl -1.5133 2.5357 -2.8857
C 1.2650 0.4385 -1.1863
C -3.3611 0.6295 -6.9123
C -1.7533 2.5939 -7.1116
O 2.3966 0.4477 -0.8750
O -4.0361 0.4120 -7.8384
O -1.8932 3.2699 -8.0538
C -0.0211 -2.8842 1.5292
N 0.5438 -1.6736 2.1440
C 0.7745 -1.8036 3.5995
C 0.0510 -0.4716 1.7114
S -1.4736 -0.3881 0.8580
N 0.7174 0.6351 2.0869
C 2.0956 0.5322 2.5996
C 0.2041 1.9665 1.7614
H 0.4766 -3.7571 1.9586
H 0.1573 -2.8829 0.4454
H -1.1061 -2.9463 1.7162
H 1.8157 -2.1000 3.7827
H 0.5747 -0.8381 4.0837
H 0.0984 -2.5699 4.0051
H 2.6028 1.4818 2.3796
H 2.0747 0.3836 3.6877
H 2.6338 -0.2958 2.1211
H 0.4124 2.2579 0.7133
H -0.8893 1.9803 1.9157
H 0.6919 2.6696 2.4493
```